Molecular formula: C38H34Br3F2I2N3O11P3Sr
Method: DFT, the ωB97M-V functional and the def2-TZVPD basis

The geometry in XYZ format:
```
97
Properties=species:S:1:pos:R:3:forces:R:3:mulliken_charge:R:1
Sr 0.635045 1.459923 -0.546447 -0.456 -4.932 -2.148 1.91
C 2.283032 3.277595 -0.176802 -0.204 1.610 -0.202 -1.39
C 0.837445 3.924586 -0.319851 -0.907 0.425 2.386 -0.67
O 0.995335 5.324650 -0.422382 -0.005 0.066 -0.127 -0.57
P 0.240928 3.366883 1.539317 -0.159 3.092 0.597 1.15
O -1.027449 4.079077 1.909352 0.022 0.026 0.147 -0.80
O 1.450960 4.165201 2.310727 -0.135 -0.027 0.137 -0.45
O 0.381199 1.920321 1.746782 0.297 -0.852 0.782 -0.32
P -0.961679 3.727529 -1.043174 0.706 1.022 -0.844 0.76
O -0.970313 4.070777 -2.586053 0.063 0.022 -0.033 -0.52
O -1.650642 4.944925 -0.380298 -0.421 0.366 -0.152 -0.54
O -1.534355 2.402506 -0.772796 -0.465 0.001 -0.252 -0.15
H 2.747769 4.034652 0.447813 0.304 0.047 -0.222 0.33
H 2.872295 3.121661 -1.075403 -0.280 -0.414 -0.147 0.27
H 2.205577 2.441708 0.504625 1.195 -0.121 -0.079 0.61
H 1.178570 5.689723 0.452967 0.063 -0.047 0.024 0.40
H -1.629758 4.827079 0.614353 0.020 -0.132 0.166 0.49
H 1.070141 4.588237 3.091600 0.033 0.031 -0.010 0.31
H -0.646747 4.956416 -2.792636 0.035 0.009 0.043 0.34
N -4.054187 0.432364 2.756885 -0.062 0.023 -0.076 0.04
P -2.944707 1.731715 2.402332 0.161 -0.420 -0.074 0.41
C -4.043875 2.971938 1.636409 -0.090 0.005 -0.067 0.52
C -4.205932 4.280416 2.079238 0.050 0.092 -0.031 -0.17
C -4.953014 5.187704 1.337579 0.005 -0.002 -0.004 -0.67
C -5.535804 4.799775 0.140745 0.005 -0.014 0.006 -0.51
C -5.359180 3.501004 -0.320618 -0.007 0.000 0.004 -0.64
C -4.612297 2.596722 0.416571 -0.065 0.028 0.060 -0.62
C -2.794640 2.327175 4.122704 0.055 0.222 0.034 0.20
C -3.848230 2.829608 4.885897 -0.021 -0.087 0.062 0.01
C -3.628913 3.293879 6.174505 0.010 -0.024 0.016 -0.79
C -2.348296 3.266496 6.713284 -0.021 0.015 0.004 -0.47
C -1.296813 2.749218 5.971124 0.012 -0.012 -0.010 -0.68
C -1.520172 2.279963 4.683015 -0.003 -0.014 0.085 -0.72
C -3.972618 -0.790711 2.119178 0.040 0.017 0.096 0.59
C -4.508121 -1.940862 2.720525 -0.028 -0.048 -0.003 -0.97
C -4.347396 -3.150880 2.083187 -0.038 0.010 0.016 -0.42
C -3.661859 -3.201662 0.874050 0.006 -0.001 0.019 -0.79
C -3.200699 -2.008099 0.352440 -0.023 -0.051 -0.014 -0.23
N -3.367019 -0.821446 0.936937 0.060 -0.001 0.020 0.07
H -4.471959 0.398883 3.673620 -0.081 0.064 -0.035 0.24
H -3.720787 4.608784 2.990655 -0.034 -0.019 -0.035 0.39
H -5.068872 6.203974 1.694414 -0.002 0.006 -0.005 0.38
H -6.111391 5.510307 -0.439385 -0.001 0.001 -0.004 0.36
H -5.787947 3.196962 -1.267385 -0.007 0.003 -0.001 0.41
H -4.444902 1.593549 0.040028 0.007 -0.002 0.003 0.29
H -4.848820 2.864044 4.467758 0.027 0.040 -0.022 0.46
H -4.455730 3.683168 6.755849 0.007 0.015 0.005 0.39
H -2.172046 3.650110 7.710624 -0.006 -0.023 0.012 0.37
H -0.298772 2.716320 6.390613 0.002 -0.008 0.011 0.45
H -0.704408 1.867460 4.098895 0.002 0.065 -0.018 0.38
H -5.024061 -1.869551 3.670065 0.021 0.003 0.014 0.39
H -4.745501 -4.054102 2.529619 0.009 -0.001 0.008 0.38
H -3.486257 -4.132739 0.354374 -0.012 0.015 -0.018 0.46
H -2.666235 -2.002316 -0.587148 0.050 0.026 -0.089 0.42
Br 7.030581 1.010919 3.121993 0.020 0.012 -0.011 -0.19
C 5.932535 -0.049815 4.231810 -0.023 -0.047 -0.006 0.11
C 6.533513 -1.088944 4.929716 0.028 -0.014 -0.009 -0.42
C 5.775155 -1.906906 5.748493 -0.001 0.006 0.010 -0.48
C 4.411851 -1.685648 5.875229 -0.018 0.016 -0.008 -0.65
C 3.812941 -0.649186 5.179471 0.030 -0.049 -0.005 -0.39
C 4.566352 0.174893 4.348541 0.069 -0.085 0.009 0.17
I 3.568798 1.663444 3.307585 -0.167 0.140 -0.019 0.23
H 7.595406 -1.255368 4.813720 0.001 0.003 0.011 0.38
H 6.251284 -2.719258 6.281546 -0.001 -0.003 -0.002 0.36
H 3.808590 -2.325478 6.505603 0.000 0.004 0.003 0.37
H 2.747860 -0.480682 5.263205 0.003 -0.006 -0.004 0.45
F 3.785680 -2.461209 1.956030 0.043 0.011 0.167 -0.25
C 2.912231 -2.220151 0.952885 -0.247 0.038 0.109 0.58
F 1.835070 -2.993443 1.181433 0.037 0.113 -0.036 -0.27
H 2.636585 -1.164251 0.932451 0.078 -0.031 0.028 0.08
Br 4.496966 -5.542470 -4.687104 0.007 0.104 0.071 -0.18
C 4.882542 -3.859491 -3.899224 0.026 0.022 -0.019 -0.33
C 5.684146 -2.965303 -4.589694 0.089 -0.020 0.010 -0.11
N 6.050000 -1.788967 -4.089840 -0.003 0.011 -0.005 -0.66
C 5.633877 -1.480234 -2.866789 -0.074 0.008 -0.026 -0.35
C 4.829843 -2.319429 -2.105058 0.040 -0.022 0.009 0.28
C 4.414883 -3.530894 -2.641277 0.100 -0.074 0.052 0.11
C 4.480947 -1.894952 -0.723110 -0.422 0.041 -0.441 0.37
O 3.440039 -2.641935 -0.244811 0.229 -0.124 -0.010 -0.31
O 5.021217 -1.033413 -0.101759 0.132 0.131 0.130 -0.56
H 6.059633 -3.220993 -5.573996 -0.034 0.025 -0.011 0.36
H 5.924878 -0.519444 -2.462962 0.030 0.003 -0.001 0.48
H 3.781488 -4.202020 -2.079957 -0.054 0.011 -0.009 0.72
O 2.305763 0.223071 -1.454946 0.065 -0.679 0.164 -1.03
O 1.679419 1.039210 -2.519601 0.454 0.865 -0.017 -0.78
Br 1.197963 -4.364721 -4.254350 -0.003 -0.153 0.084 -0.17
C -0.573138 -3.718949 -4.002542 0.063 -0.160 -0.296 0.48
C -1.573133 -4.367290 -4.716121 -0.105 -0.024 -0.008 -0.61
C -2.871973 -3.887464 -4.670484 0.050 0.013 0.027 -0.46
C -3.144954 -2.739680 -3.936294 0.052 -0.021 0.016 -0.78
C -2.126329 -2.109800 -3.239007 -0.152 -0.012 0.045 -0.44
C -0.819591 -2.602285 -3.228397 -0.075 0.233 0.297 -0.13
I 0.683355 -1.499251 -2.189791 -0.035 -0.413 -0.375 0.27
H -1.327679 -5.235661 -5.312783 0.013 -0.003 0.009 0.38
H -3.654762 -4.393138 -5.221323 0.000 0.000 -0.004 0.35
H -4.147398 -2.330222 -3.911037 0.003 0.004 -0.004 0.36
H -2.343448 -1.195616 -2.699260 0.019 0.010 0.041 0.55
```
Forces are in eV/Å.

Properties
Spin multiplicity   1
Net charge   -1
Energy above the lowest of the compared OMol25 structures with the same formula, charge and spin   352.5 kJ/mol
HOMO energy   -0.13250 Eh
HOMO-LUMO gap   0.2033 Eh